7 unconnected molecules or ions with the total composition C63H133N7O7 at a distorted geometry, computed with the ωB97M-V functional and the def2-TZVPD basis.

Atoms and positions in Å:
C  -4.51205  2.44648  0.49514
C  -5.46289  1.22669  0.53770
C  -6.94642  1.62578  0.33838
C  -5.16170  0.40610  -0.74772
C  -5.86368  -0.92902  -0.83622
C  -5.52508  -1.68970  0.45550
C  -5.67019  -0.97455  1.82907
C  -7.11384  -1.10494  2.32221
C  -4.78033  -1.75677  2.82275
N  -5.18879  0.41153  1.69918
O  -5.42311  1.13790  2.88625
H  -4.22202  2.69223  1.51592
H  -3.58295  2.21832  -0.02990
H  -4.91214  3.31568  -0.02546
H  -7.57131  0.79573  0.00983
H  -7.35950  2.14912  1.20295
H  -7.07808  2.30966  -0.50724
H  -5.33793  0.96272  -1.67247
H  -4.08564  0.20931  -0.74828
H  -6.91493  -0.95140  -1.11801
H  -5.34548  -1.54486  -1.57758
H  -4.56995  -2.19780  0.32154
H  -6.24677  -2.51140  0.54446
H  -7.81321  -0.62213  1.64044
H  -7.28675  -0.67178  3.30879
H  -7.31762  -2.17042  2.43846
H  -5.10886  -2.79080  2.76172
H  -4.97571  -1.28854  3.78922
H  -3.72530  -1.62986  2.57808
H  -4.59829  1.08430  3.38462
C  -5.57608  7.33309  7.12692
C  -5.84856  5.94803  6.55148
C  -6.56646  5.09008  7.63571
C  -6.87095  6.17030  5.40196
C  -7.04823  4.91379  4.56460
C  -5.70957  4.41435  4.03097
C  -4.60479  4.17925  5.08284
C  -4.85843  2.81311  5.76969
C  -3.26826  4.30857  4.36396
N  -4.65382  5.27004  6.06114
O  -3.69641  5.15166  7.08643
H  -4.67540  7.20861  7.74645
H  -5.05431  7.94252  6.37882
H  -6.41032  7.78836  7.64173
H  -6.74428  4.06231  7.32234
H  -6.00978  5.10790  8.57308
H  -7.56576  5.48242  7.84766
H  -7.82783  6.58455  5.72415
H  -6.44711  6.95768  4.76573
H  -7.63277  4.23009  5.18804
H  -7.78645  5.26862  3.83630
H  -5.35494  4.95591  3.15395
H  -6.08551  3.46862  3.62400
H  -4.43334  2.92180  6.76742
H  -4.26877  1.99853  5.33233
H  -5.89306  2.50231  5.65287
H  -3.24123  5.31257  3.93681
H  -3.20733  3.54829  3.58140
H  -2.37555  4.24063  4.98709
H  -3.00807  5.78037  6.84238
C  -0.82073  2.40353  1.04616
C  -0.49542  0.90574  1.12071
C  -0.13667  0.66598  2.64395
C  -1.73557  0.03081  0.85860
C  -1.42040  -1.40996  0.52383
C  -0.36366  -1.45424  -0.54108
C  0.98617  -0.77336  -0.19623
C  1.87278  -1.59701  0.71858
C  1.70530  -0.63911  -1.53109
N  0.57041  0.60096  0.18554
O  1.67988  1.44244  0.32601
H  0.07277  2.97329  1.29951
H  -1.02148  2.71111  0.01473
H  -1.69677  2.67566  1.63078
H  -0.83654  1.17727  3.30327
H  -0.21200  -0.40134  2.86586
H  0.89013  1.00055  2.79185
H  -2.38725  0.12817  1.72576
H  -2.18610  0.44718  -0.04839
H  -1.04509  -1.92294  1.42042
H  -2.29801  -1.96687  0.19018
H  -0.75138  -0.91873  -1.41472
H  -0.23808  -2.50251  -0.83286
H  1.45036  -1.75064  1.71557
H  2.87635  -1.17121  0.72534
H  1.98413  -2.63158  0.37899
H  1.09946  -0.10588  -2.26413
H  1.93311  -1.58678  -2.03073
H  2.71651  -0.22576  -1.47006
H  1.94452  1.76031  -0.55232
C  9.31521  -1.53319  -4.07501
C  8.53351  -1.36967  -2.79240
C  9.43485  -0.75995  -1.70971
C  7.39014  -0.37273  -3.08903
C  6.24428  -0.35332  -2.10917
C  5.71459  -1.76422  -1.96088
C  6.69564  -2.83269  -1.49960
C  6.92465  -2.63385  0.01192
C  6.09983  -4.18904  -1.87129
N  7.92378  -2.64641  -2.33004
O  8.92757  -3.58101  -2.01258
H  10.26621  -2.04174  -3.88289
H  8.80425  -1.98629  -4.92490
H  9.66998  -0.56585  -4.44386
H  10.12239  -1.53079  -1.35402
H  10.01163  0.12746  -1.97617
H  8.87096  -0.43687  -0.83054
H  7.59024  0.69297  -3.24526
H  6.89871  -0.66141  -4.02703
H  6.65289  -0.02858  -1.13823
H  5.50760  0.44067  -2.23588
H  5.26457  -2.18814  -2.86189
H  4.88876  -1.53158  -1.27751
H  6.03649  -2.90074  0.58858
H  7.31405  -1.65644  0.26938
H  7.59250  -3.46083  0.28429
H  5.92127  -4.15962  -2.94810
H  5.14527  -4.34665  -1.36401
H  6.69430  -5.08399  -1.68438
H  9.04674  -4.09873  -2.81765
C  -1.42602  -7.76224  2.75988
C  -1.45859  -6.25055  3.15294
C  -0.71790  -5.42450  2.09958
C  -2.90442  -5.73911  3.19791
C  -3.13131  -4.65967  4.26884
C  -2.64127  -5.18047  5.60931
C  -1.13030  -5.32261  5.53981
C  -0.38768  -3.96722  5.39772
C  -0.66077  -5.94870  6.87438
N  -0.80547  -6.26549  4.46193
O  0.55691  -6.64934  4.48919
H  -1.83040  -8.28309  3.63086
H  -2.16739  -8.00967  1.99163
H  -0.45126  -8.13531  2.46116
H  0.36281  -5.59378  2.13664
H  -1.05374  -5.41545  1.06260
H  -0.77431  -4.35693  2.36134
H  -3.11379  -5.14474  2.30706
H  -3.59662  -6.56993  3.33211
H  -2.71215  -3.67385  4.03647
H  -4.18190  -4.34854  4.25796
H  -3.02550  -6.19549  5.73585
H  -2.91889  -4.51037  6.42271
H  0.47389  -3.94979  6.07011
H  -1.00571  -3.19549  5.86792
H  -0.03898  -3.71880  4.40011
H  -1.16619  -6.91021  7.04066
H  -1.01303  -5.44346  7.77856
H  0.41371  -6.10104  6.91994
H  0.47499  -7.52374  4.88859
C  0.21029  4.99668  -1.57931
C  0.67251  4.67203  -3.02385
C  -0.46742  4.14325  -3.86339
C  1.15091  5.97286  -3.69637
C  2.50893  6.42463  -3.22716
C  3.50590  5.26591  -3.45474
C  3.18807  3.95218  -2.77124
C  3.98311  2.80896  -3.42225
C  3.52465  4.04109  -1.25718
N  1.75487  3.66591  -3.01250
O  1.32839  2.43727  -2.44713
H  -0.45269  5.86642  -1.63760
H  -0.48873  4.25934  -1.18660
H  1.09565  5.15032  -0.97210
H  -1.29413  4.85689  -3.78234
H  -0.17287  4.01646  -4.90754
H  -0.93428  3.18918  -3.60619
H  1.18923  5.80433  -4.77641
H  0.40700  6.75204  -3.52224
H  2.94430  7.24866  -3.79085
H  2.50034  6.66217  -2.16024
H  4.51262  5.60810  -3.21259
H  3.44497  5.06095  -4.53021
H  3.68655  1.87125  -2.94628
H  5.02832  2.96501  -3.14727
H  3.83723  2.72877  -4.49684
H  4.55236  3.81882  -0.95463
H  2.92502  3.28148  -0.75932
H  3.37681  5.05352  -0.88083
H  1.36286  1.87269  -3.22908
C  1.57797  0.24140  -5.65798
C  1.89106  -1.09924  -6.39811
C  0.59526  -1.91083  -6.32884
C  2.18592  -0.66181  -7.83743
C  2.76015  -1.84506  -8.58685
C  4.09779  -2.19126  -7.94110
C  3.99129  -2.54976  -6.43309
C  3.60506  -4.01478  -6.19471
C  5.42067  -2.30979  -5.91421
N  3.03019  -1.67711  -5.73627
O  2.85573  -1.88668  -4.37105
H  2.48796  0.78815  -5.40126
H  0.84473  0.90212  -6.12427
H  1.14362  0.05205  -4.66634
H  -0.29627  -1.32452  -6.55989
H  0.55323  -2.76135  -7.01516
H  0.42245  -2.30064  -5.32094
H  1.25130  -0.30906  -8.27448
H  2.86461  0.19096  -7.79385
H  2.15022  -2.73004  -8.79311
H  2.91424  -1.52813  -9.62867
H  4.65612  -1.26491  -8.09577
H  4.63090  -3.02141  -8.40290
H  3.71208  -4.23709  -5.13496
H  4.31108  -4.66332  -6.72482
H  2.64954  -4.23789  -6.67193
H  5.59323  -2.75389  -4.93431
H  5.70771  -1.25886  -5.95311
H  6.13901  -2.76594  -6.60340
H  2.18797  -2.59262  -4.29444

Properties
* SMILES string: CC1(C)CCCC(C)(C)N1O.CC1(C)CCCC(C)(C)N1O.CC1(C)CCCC(C)(C)N1O.CC1(C)CCCC(C)(C)N1O.CC1(C)CCCC(C)(C)N1O.CC1(C)CCCC(C)(C)N1O.CC1(C)CCCC(C)(C)N1O
* HOMO-LUMO gap: 0.300 Eh
* energy relative to the best compared isomer or geometry (same formula, charge and spin): 362.7 kJ/mol
* LUMO energy: 0.39 eV